60
Properties=species:S:1:pos:R:3:forces:R:3:nbo_charge:R:1 method="wB97M-V/def2-TZVPD" energy_ev=-103220.4478 homo_lumo_gap_ev=7.13 e_lumo_ev=2.4 e_homo_ev=-4.7 charge=-1
O 2.902865 2.622579 3.496364 0.07 -0.02 0.14 -0.582
C 1.962086 1.948160 3.189871 -0.11 0.06 -0.09 0.649
O 1.963207 0.820811 2.496744 -0.20 -0.29 0.02 -0.538
C 3.230741 0.105528 2.265912 0.05 -0.07 0.10 -0.075
C 3.926189 0.471261 0.971267 -0.13 0.02 -0.12 -0.689
B 5.539162 0.226714 0.934730 -0.17 -0.31 -0.40 -0.120
Br 6.483554 0.994833 2.637414 0.13 0.11 0.16 -0.374
H 0.916396 2.189980 3.463235 0.11 0.09 -0.11 0.091
H 3.868568 0.272969 3.138157 -0.09 0.11 -0.14 0.211
H 2.887568 -0.933115 2.255887 0.23 0.05 0.06 0.172
H 3.542605 -0.189425 0.175198 -0.03 0.21 0.09 0.190
H 3.642935 1.496434 0.691605 0.20 -0.06 0.18 0.206
H 5.793189 -0.966211 0.915490 0.03 0.05 0.14 -0.074
H 6.035663 0.779981 -0.024499 0.00 0.02 0.05 -0.057
C -1.734656 -0.728034 0.549557 0.01 -0.12 -0.10 -0.246
O -2.045407 -0.968060 1.900711 -0.11 0.19 0.05 -0.555
C -1.024921 -0.498623 2.769578 0.12 -0.07 0.02 -0.101
C -1.589279 -0.038223 4.091739 0.08 -0.04 -0.03 -0.094
O -2.258461 1.215295 4.027699 -0.02 -0.01 0.03 -0.543
C -3.582686 1.210095 3.530704 -0.06 0.02 0.01 -0.091
C -4.620276 0.857965 4.573766 -0.09 0.07 0.01 -0.088
O -4.594547 -0.523005 4.880628 0.17 0.00 0.01 -0.547
C -4.980041 -0.814412 6.200309 -0.10 -0.01 0.01 -0.243
H -0.839172 -1.277568 0.236229 0.01 0.00 0.00 0.169
H -2.580187 -1.063980 -0.049228 0.00 -0.01 0.00 0.185
H -1.563105 0.338816 0.364060 -0.01 0.00 0.00 0.166
H -0.468810 0.318395 2.301703 -0.03 0.02 0.02 0.195
H -0.306583 -1.305861 2.964620 0.04 0.01 -0.04 0.176
H -0.739504 0.128592 4.757650 -0.04 -0.03 0.04 0.193
H -2.229037 -0.809688 4.526720 -0.04 0.03 -0.04 0.189
H -3.685746 0.561219 2.657848 0.03 -0.04 0.05 0.199
H -3.781730 2.241220 3.225727 0.01 -0.03 -0.07 0.183
H -5.610562 1.136081 4.183653 -0.02 -0.01 0.06 0.163
H -4.434075 1.451108 5.477799 0.04 -0.02 -0.01 0.169
H -4.393865 -0.236665 6.924179 0.02 -0.01 -0.01 0.166
H -4.799907 -1.875497 6.364791 -0.02 0.00 0.00 0.191
H -6.043899 -0.606698 6.373389 0.00 0.02 -0.02 0.159
C 1.285303 0.871117 -1.679721 0.15 0.09 0.10 -0.254
O 1.519298 0.379931 -2.984371 -0.23 -0.07 -0.10 -0.553
C 1.727440 -1.017087 -3.012611 0.11 -0.04 0.04 -0.091
C 1.319819 -1.597901 -4.347409 0.06 0.01 0.08 -0.090
O -0.088240 -1.679606 -4.534792 0.00 0.00 -0.04 -0.546
C -0.751859 -0.487167 -4.912852 -0.04 0.02 -0.04 -0.093
C -0.706657 -0.215038 -6.400196 -0.11 0.02 -0.05 -0.087
O 0.578627 0.213499 -6.804478 0.08 -0.13 0.09 -0.545
C 0.899183 -0.131056 -8.128351 -0.03 0.08 -0.06 -0.243
H 2.157452 0.751361 -1.030619 -0.07 0.00 -0.08 0.201
H 1.055924 1.931987 -1.765964 0.00 0.00 -0.02 0.186
H 0.434688 0.357178 -1.217617 -0.03 0.00 0.00 0.153
H 1.152297 -1.506601 -2.216125 -0.04 0.01 -0.02 0.169
H 2.788987 -1.246018 -2.844630 -0.01 0.02 0.06 0.180
H 1.667725 -2.633006 -4.370849 0.02 0.02 -0.06 0.184
H 1.798094 -1.048165 -5.161150 -0.05 0.03 0.02 0.193
H -0.378885 0.374945 -4.356093 0.05 -0.03 -0.02 0.206
H -1.802450 -0.645650 -4.654018 0.02 0.05 0.06 0.180
H -1.451343 0.561348 -6.630594 0.01 -0.01 -0.06 0.163
H -0.990451 -1.126755 -6.941361 0.03 -0.02 0.03 0.166
H 0.766565 -1.204971 -8.304413 0.02 0.00 0.01 0.163
H 1.944434 0.128520 -8.287202 -0.01 0.01 -0.01 0.193
H 0.285777 0.416163 -8.855785 -0.02 0.00 0.02 0.159

23
Properties=species:S:1:pos:R:3:forces:R:3:nbo_charge:R:1 method="wB97M-V/def2-TZVPD" spin_multiplicity=3 s_squared=2.01 energy_ev=-44421.4529 homo_lumo_gap_ev="4.25 / 5.79" e_lumo_ev="-15.3 / -13.8" e_homo_ev="-19.6 / -19.6" charge=+3
N 2.399189 -0.777936 -0.675020 -0.62 -0.32 0.31 -0.807
C 1.522189 -0.159311 0.292166 1.05 0.98 -0.51 -0.270
C 0.667444 0.958175 -0.401604 0.55 -0.68 0.63 -0.195
O -0.699366 0.657888 -0.477564 0.04 -0.01 0.50 -0.567
C -0.994826 -0.446845 -1.374122 -0.58 -0.79 -0.23 -0.071
C -2.143641 -1.286860 -0.770985 0.31 0.24 0.26 -0.572
C -1.943827 -1.557359 0.686923 0.48 -1.82 -0.89 0.492
O -2.254359 -0.741937 1.526402 0.63 3.13 2.22 -0.743
I -1.134422 -3.389433 1.351880 -0.17 0.46 -0.37 0.367
P 0.666300 2.421895 0.727829 0.15 1.05 -2.72 1.368
O -0.812306 2.882660 0.896275 0.72 -1.06 2.11 -1.036
H 2.660661 -1.705262 -0.357525 0.17 -0.04 -0.26 0.408
H 3.241180 -0.228560 -0.796660 0.14 -0.16 -0.14 0.395
H 2.150142 0.323163 1.070174 -0.27 -0.11 0.33 0.175
H 0.850913 -0.879566 0.764230 -0.04 -0.12 0.01 0.219
H 1.125923 1.192045 -1.366764 -0.02 0.28 -0.08 0.293
H -0.121725 -1.050066 -1.611641 0.28 0.07 0.38 0.237
H -1.369518 -0.053963 -2.313426 0.05 0.31 -0.10 0.256
H -3.042695 -0.685200 -0.866610 -0.36 -0.14 0.04 0.276
H -2.239036 -2.237317 -1.282194 -0.04 0.03 -0.41 0.298
H 1.032872 1.891299 2.038666 0.44 0.26 -0.30 -0.128
H 1.565848 3.453099 0.384598 0.07 -0.07 0.45 0.155
Pr -1.126940 1.419390 2.554970 -2.98 -1.49 -1.21 2.450

18
Properties=species:S:1:pos:R:3:forces:R:3:nbo_charge:R:1 method="wB97M-V/def2-TZVPD" spin_multiplicity=2 s_squared=0.75 energy_ev=-9455.8451 homo_lumo_gap_ev="2.84 / 8.16" e_lumo_ev="6.6 / 6.5" e_homo_ev="3.7 / -1.7" charge=-2 e_above_lowest_kcal_mol=5.3
C 0.901108 -0.796113 2.763122 -0.78 -0.99 -0.71 -0.684
C 2.343025 -0.674885 3.214258 0.70 -0.19 -0.03 -1.338
H 0.727306 -1.659461 2.109964 0.61 0.08 -0.46 0.186
H 0.241496 -1.130816 3.559338 -0.06 0.56 0.65 0.180
H 0.431215 0.024011 2.211435 0.32 0.23 0.43 0.203
H 3.007165 -0.074222 2.576449 -0.39 0.30 -0.04 0.178
H 2.896061 -1.631119 3.177707 -0.35 -0.06 0.32 0.152
H 2.428149 -0.289698 4.237363 0.08 0.05 -0.03 0.149
C 0.071475 -0.116796 -1.221531 -0.28 0.50 -0.03 -0.515
C 0.751517 1.265413 -1.112270 -0.56 -0.61 0.72 -0.626
C -1.452368 0.039278 -1.600310 0.65 -0.10 -0.44 0.765
O -1.863335 -0.633590 -2.580300 0.00 -0.03 0.11 -0.814
O -2.092856 0.841818 -0.891728 -0.19 0.04 0.12 -0.800
H 0.621476 -0.704071 -1.958414 -0.26 -0.22 -0.06 0.178
H 0.083784 -0.659021 -0.272253 0.20 0.14 0.05 0.202
H 0.124087 1.906639 -0.492674 -0.29 0.20 -0.41 0.220
H 0.877332 1.647861 -2.124331 0.10 0.38 0.09 0.177
H 1.683272 1.251353 -0.554659 0.50 -0.28 -0.30 0.187